(1)
Molecular formula: C20H30BBrF15O10P2S2
Method: DFT, wB97M-V/def2-TZVPD

Results
HOMO level	-4.63	eV
HOMO-LUMO gap	6.5562	eV
total charge	-1
E	-7108.62811	Ha

Each line ends with the Löwdin charge.
CARTESIAN COORDINATES (ANGSTROEM)
Br (0.1029, -0.2324, 3.5041)  0.425
S (7.2804, 3.5119, -0.3354)  0.787
S (-1.9427, 3.5836, 0.7810)  0.819
P (-3.0310, 0.4354, -1.0225)  0.768
P (1.2763, 0.8952, 1.9880)  0.645
F (5.7971, 3.2767, -3.0537)  0.092
F (3.4849, -9.1569, -2.6453)  0.162
F (7.3257, 2.3360, 0.7335)  -0.134
F (-7.6006, 1.1037, 0.8979)  0.168
F (8.8235, 3.7687, -0.0854)  -0.123
F (5.3567, -9.7415, -1.7265)  0.167
F (6.9447, 4.5347, 0.8307)  -0.136
F (-5.7736, 2.2117, 0.5443)  0.167
F (4.7282, 4.9263, -2.0829)  0.108
F (7.6708, 2.4841, -1.4813)  -0.133
F (4.9876, -7.6603, -2.1892)  0.167
F (-6.6822, 1.0549, -1.0632)  0.153
F (7.2765, 4.7129, -1.3724)  -0.130
F (4.7121, 3.8124, 0.2138)  0.138
F (5.2479, 1.8630, -0.5091)  0.140
O (-6.9853, 3.8841, -1.1043)  0.041
O (-0.5620, 0.1645, 0.3616)  -0.097
O (-0.5902, -5.6684, 1.3158)  0.036
O (-2.5084, 1.4936, -1.9688)  -0.537
O (-8.9287, 3.1679, -0.2053)  0.158
O (-2.2702, 1.0913, 1.6529)  -0.106
O (3.9313, -9.4107, 0.5161)  0.163
O (1.4833, 2.3156, 2.8210)  -0.380
O (-1.2743, -4.5607, 3.1308)  0.131
O (3.0656, -7.5111, -0.3510)  0.040
C (0.4668, 2.1996, -0.4044)  -0.179
C (2.3763, -7.2058, 0.8879)  -0.184
C (-6.9261, 1.8273, 0.0052)  -0.558
C (3.3127, -6.5902, 1.9018)  -0.052
C (-1.6794, -2.5654, 0.7283)  -0.192
C (4.4243, -8.7930, -1.7597)  -0.549
C (-7.7593, 3.0491, -0.4331)  -0.400
C (-2.5387, -1.3948, 1.1979)  -0.153
C (3.7853, -8.6143, -0.3649)  -0.414
C (1.9695, 2.5010, -0.4338)  -0.232
C (-2.3065, -3.9613, 1.0508)  -0.103
C (4.8752, 3.5748, -2.0939)  -0.461
C (-1.2837, 2.0859, 1.5938)  -0.630
C (-0.0876, 1.4211, 0.8127)  -0.604
C (-1.4054, -4.7362, 1.9578)  -0.510
C (-7.7545, 6.1223, -0.5173)  -0.062
C (2.3297, 3.3570, -1.6668)  -0.160
C (3.5660, 2.8938, -2.4427)  -0.075
C (5.4308, 3.1583, -0.6941)  -0.446
C (-7.6106, 5.0791, -1.6035)  -0.197
B (-2.0057, 0.0552, 0.6415)  -0.992
H (-8.1570, 7.0433, -0.9388)  0.079
H (-3.2468, -0.7904, -1.7224)  -0.018
H (-0.0578, 3.1473, -0.5208)  0.044
H (3.7895, -5.7022, 1.4867)  0.086
H (2.2217, 3.0688, 0.4666)  0.087
H (-0.7202, -2.4888, 1.2460)  0.101
H (-3.5872, -1.5633, 0.9091)  0.089
H (-8.4260, 5.7800, 0.2690)  0.076
H (-4.3240, 0.7491, -0.5923)  -0.033
H (1.5975, -6.4992, 0.6172)  0.104
H (2.5419, 1.5698, -0.4377)  0.093
H (-6.7846, 6.3361, -0.0682)  0.084
H (-0.9856, 2.2765, 2.6252)  0.075
H (4.0941, -7.2902, 2.1970)  0.075
H (3.4411, 3.1465, -3.5014)  0.135
H (2.7497, -6.3016, 2.7882)  0.087
H (-6.9473, 5.4276, -2.3916)  0.126
H (1.9047, -8.1107, 1.2688)  0.126
H (-1.1228, -6.4265, 1.0473)  0.106
H (-2.4041, 4.1786, 1.8855)  -0.149
H (-3.2747, -3.8238, 1.5318)  0.118
H (2.4159, 2.5593, 2.7508)  0.035
H (-2.5268, -1.3492, 2.2916)  0.087
H (1.4844, 3.3068, -2.3592)  0.119
H (3.6873, 1.8121, -2.3927)  0.133
H (-8.5717, 4.8248, -2.0500)  0.123
H (0.2042, 1.5910, -1.2737)  0.126
H (-2.4443, -4.5284, 0.1288)  0.108
H (2.4136, 4.4039, -1.3731)  0.118
H (-1.4901, -2.4970, -0.3462)  0.110

=====

(2)
Molecular formula: C4H11NP
Method: DFT, wB97M-V/def2-TZVPD

Results
HOMO level	-14.13	eV
HOMO-LUMO gap	10.6355	eV
SMILES	P[C@@H]1CCC[NH2+]1
total charge	+1
E	-554.81123	Ha

Each line ends with the Löwdin charge.
CARTESIAN COORDINATES (ANGSTROEM)
P (0.2551, 2.7573, -0.1795)  0.851
N (1.2590, -0.0387, -0.2010)  0.040
C (-0.6992, -1.4574, 0.0767)  -0.177
C (-1.0737, 0.0169, 0.2377)  -0.240
C (0.8013, -1.4206, 0.0051)  -0.160
C (-0.0250, 0.7922, -0.5137)  -0.496
H (2.0143, 0.1812, -0.8464)  0.181
H (1.5308, 0.3006, 0.7130)  0.150
H (0.3993, 2.4249, 1.2148)  -0.101
H (-1.0274, -1.8412, -0.8903)  0.113
H (1.1304, -1.9737, -0.9531)  0.161
H (-2.1259, 0.3506, -0.0725)  0.160
H (-0.2485, 0.5437, -1.6198)  0.146
H (-1.1713, 3.1335, -0.1467)  -0.070
H (-1.2533, -2.0446, 0.9653)  0.180
H (1.2544, -1.9471, 0.9328)  0.168
H (-1.0203, 0.2222, 1.2775)  0.094

=====

(3)
Molecular formula: C3H11N2OPS
Method: DFT, wB97M-V/def2-TZVPD

Results
HOMO level (spin up / spin down)	-7.74 / -7.74	eV
HOMO-LUMO gap (spin up / spin down)	6.5055 / 6.5026	eV
total charge	0
E	-1045.04229	Ha

Each line ends with the Löwdin charge.
CARTESIAN COORDINATES (ANGSTROEM)
S (0.7091, -2.7753, 0.3823)  0.292
P (1.1440, -1.0394, -0.1697)  0.376
O (-0.4500, 1.1304, 0.4629)  -0.260
N (3.5627, -1.2190, 1.0662)  -0.035
N (2.6560, -0.5030, 0.1724)  -0.319
C (-1.9834, 0.6706, 2.2470)  -0.084
C (-1.7165, 0.9742, 0.7714)  -0.516
C (0.9245, -0.5591, -1.9726)  -0.230
H (-2.0241, 1.9648, 0.3903)  0.122
H (3.0145, -1.7032, 1.8179)  0.060
H (-1.2408, 0.0653, 2.5575)  0.010
H (2.5765, 0.5193, 0.1535)  0.102
H (1.7397, 0.1003, -2.3834)  0.057
H (4.3408, -0.6106, 1.4325)  0.101
H (-2.9553, 0.2134, 2.4967)  0.073
H (0.0160, 0.1047, -2.0364)  0.048
H (0.8116, -1.5016, -2.5497)  0.043
H (-1.8886, 1.6401, 2.8148)  0.085
H (-2.2006, 0.2093, 0.2461)  0.074

=====

(4)
Molecular formula: C56H91N11O6S6
Method: DFT, wB97M-V/def2-TZVPD

Results
HOMO level	-7.55	eV
HOMO-LUMO gap	7.5516	eV
total charge	0
E	-5630.79301	Ha

Each line ends with the Löwdin charge.
CARTESIAN COORDINATES (ANGSTROEM)
S (-4.6303, -2.6645, 1.8420)  0.840
S (-1.7352, -2.4510, -5.5064)  0.840
S (3.4921, -0.4650, 5.3093)  0.853
S (3.0983, 3.3374, 0.8687)  0.827
S (0.4313, -0.7906, 1.6594)  0.840
S (-0.1821, -6.3748, -0.6583)  0.850
O (-5.0192, -1.3885, 2.5501)  -0.583
O (2.3024, 2.2440, 0.1781)  -0.585
O (-2.8530, -2.8473, -4.5809)  -0.579
O (-0.2624, -2.1643, 1.8461)  -0.580
O (-0.9286, -6.7958, -1.9591)  -0.600
O (2.2857, -0.1110, 6.1959)  -0.585
N (6.3848, -3.1986, -0.5344)  0.031
N (-3.4279, 4.6879, -2.7392)  0.027
N (0.1918, 4.7157, -2.2501)  0.033
N (-2.8134, -2.0152, 5.5225)  0.045
N (4.9579, -6.0622, 4.2021)  0.020
N (-7.3693, -0.0341, 1.4649)  -0.003
N (5.2241, 1.9946, -1.8390)  0.011
N (-6.0501, 7.3025, 0.7686)  0.002
N (3.4277, -3.4743, -4.0351)  0.049
N (2.1765, -0.2280, -5.1419)  0.023
N (-2.2503, 1.0116, 4.4455)  0.058
C (-0.8515, 0.1985, 0.9710)  -0.267
C (4.4902, 2.0398, -2.9585)  -0.169
C (3.3529, 4.7940, -0.2888)  -0.219
C (-8.3041, -0.3673, 0.5036)  -0.116
C (2.0436, -0.1971, -6.5087)  -0.128
C (6.4811, -1.9224, -0.1622)  -0.156
C (-4.6723, 5.4724, 0.6373)  -0.102
C (5.2286, 1.5941, -4.0546)  -0.083
C (2.0091, 4.1353, 2.1982)  -0.209
C (-0.1660, 5.5125, -1.2184)  -0.153
C (2.8888, -2.6115, -3.0844)  -0.176
C (-0.9283, 4.7693, -0.2990)  -0.109
C (5.8210, -3.8400, 0.5069)  -0.162
C (-1.5719, 2.1652, 4.7727)  -0.115
C (1.7262, -0.8233, 0.3806)  -0.242
C (-8.3667, 0.8042, -0.3070)  -0.141
C (-5.6159, 6.9687, 2.0251)  -0.163
C (6.4931, 1.7401, -2.1422)  -0.149
C (-0.7647, -1.5142, 6.2399)  -0.159
C (-6.7797, 1.1705, 1.1171)  -0.130
C (3.5100, 0.6549, 3.8242)  -0.245
C (-1.4906, -1.9709, 5.2431)  -0.191
C (-3.0278, 1.2676, 3.3841)  -0.180
C (-3.8674, 5.7155, -3.3698)  -0.220
C (4.0636, -6.1039, 3.1399)  -0.167
C (4.0523, -7.3325, 2.5410)  -0.132
C (5.8089, -3.0868, 1.6246)  -0.125
C (-5.0561, 5.4495, -3.9063)  -0.157
C (-2.8290, 2.5422, 2.9325)  -0.108
C (-0.2687, -2.1267, -4.4415)  -0.265
C (-4.3973, 3.7315, -2.6502)  -0.101
C (-6.2334, -3.4105, 1.2552)  -0.235
C (-2.8545, -1.6027, 6.8142)  -0.137
C (-1.8155, 3.0476, 3.7806)  -0.139
C (4.8918, -1.9921, -3.2903)  -0.145
C (6.5295, 1.4828, -3.5049)  -0.124
C (5.0222, -8.0985, 3.1710)  -0.116
C (5.6310, -7.3058, 4.1736)  -0.101
C (3.7505, -1.6518, -2.6096)  -0.109
C (-3.7660, -2.3288, 0.2889)  -0.250
C (-5.4265, 4.1962, -3.5071)  -0.102
C (-0.8065, -4.6656, -0.2578)  -0.241
C (-1.5586, -1.3674, 7.2818)  -0.107
C (-2.0665, -0.6621, -6.1031)  -0.214
C (1.5918, -6.1677, -1.0964)  -0.260
C (1.4417, 0.8319, -4.6437)  -0.152
C (4.7362, -3.1384, -4.0978)  -0.116
C (6.3357, -1.8912, 1.2020)  -0.127
C (0.7094, 1.4473, -5.6779)  -0.113
C (-1.0708, 3.5152, -0.8416)  -0.149
C (1.1411, 0.8101, -6.8618)  -0.124
C (-7.2884, 1.6307, -0.0828)  -0.113
C (2.8953, -2.0027, 4.4777)  -0.239
C (-5.4737, 6.3936, -0.1187)  -0.097
C (-0.3979, 3.4709, -2.0226)  -0.117
C (-4.8330, 5.8154, 2.0041)  -0.113
H (6.5102, -1.1236, 1.9415)  0.091
H (-6.6038, 8.1142, 0.5345)  0.145
H (-3.7979, -1.4022, 7.3003)  0.104
H (-5.9522, 1.5485, 1.6991)  0.096
H (1.2834, 4.8384, 1.7893)  0.036
H (-1.7112, 0.0558, 1.6257)  0.033
H (4.1571, 5.4861, -0.0391)  0.058
H (1.9860, -1.6970, 3.9602)  0.022
H (-6.5955, -2.9589, 0.3316)  0.044
H (5.4524, -9.0324, 2.8405)  0.089
H (-0.3928, -1.1038, -4.0861)  0.030
H (-2.2289, 0.1815, 5.0204)  0.101
H (-3.8186, 0.6094, 3.0559)  0.087
H (2.6811, 4.8610, 2.6562)  0.040
H (-3.3451, 6.6318, -3.6021)  0.121
H (-1.5794, -4.6796, 0.5107)  0.043
H (1.1659, -0.4570, -0.4796)  0.039
H (-7.0124, 2.4596, -0.7178)  0.090
H (-3.5617, -2.1427, 4.8563)  0.137
H (0.6949, -2.2413, -4.9379)  0.025
H (2.5579, 0.5958, 3.2969)  0.022
H (4.8232, 2.2472, -0.9471)  0.108
H (-6.3742, 3.6875, -3.6042)  0.090
H (0.7044, 4.9499, -3.0882)  0.155
H (3.5441, -2.3560, 3.6762)  0.023
H (1.7072, 3.4540, 2.9937)  0.046
H (-9.1637, 0.9944, -1.0105)  0.084
H (5.2584, -5.2913, 4.7813)  0.136
H (7.2310, 1.7372, -1.3536)  0.111
H (-1.1779, -0.0788, -0.0313)  0.068
H (6.4519, -7.4868, 4.8516)  0.096
H (3.4361, 4.3761, -1.2920)  0.029
H (3.4620, -0.8111, -1.9961)  0.102
H (-1.2833, -1.1193, 8.2963)  0.105
H (2.4770, -1.5900, 0.1898)  0.058
H (4.3727, 0.2941, 3.2641)  0.037
H (2.8652, -2.8420, 5.1725)  0.056
H (0.2984, -1.3342, 6.1780)  0.083
H (1.8429, -2.7030, -2.8311)  0.090
H (2.9575, -4.2923, -4.3954)  0.156
H (2.0530, -5.7373, -0.2075)  0.032
H (4.9778, 1.3989, -5.0868)  0.095
H (-1.3137, 5.1417, 0.6387)  0.102
H (-6.9537, -3.1838, 2.0412)  0.040
H (2.2101, -7.0654, -1.1031)  0.048
H (3.4333, -7.5387, 1.6804)  0.089
H (-1.3177, -0.3275, -6.8211)  0.021
H (-1.1354, -4.0977, -1.1281)  0.046
H (-1.3017, 3.9915, 3.6734)  0.084
H (0.0525, -4.0741, 0.0589)  0.019
H (3.4162, -5.2584, 2.9601)  0.100
H (2.3864, 5.2678, -0.4604)  0.017
H (5.5709, -4.8794, 0.3536)  0.109
H (-6.2219, -4.4913, 1.1141)  0.048
H (1.5824, 0.9104, -3.5758)  0.093
H (-0.2895, -2.8080, -3.5909)  0.034
H (6.8829, -1.3163, -0.9607)  0.101
H (-1.3007, -2.1416, 4.1937)  0.102
H (2.7246, -0.7321, -7.1540)  0.107
H (2.7586, -0.8756, -4.6302)  0.095
H (0.0120, 2.2675, -5.5915)  0.091
H (-3.2547, 3.0113, 2.0578)  0.080
H (1.5877, -5.5805, -2.0147)  0.035
H (-2.7428, -2.2455, 0.6553)  0.009
H (-1.5441, 2.6789, -0.3486)  0.091
H (-3.9308, 4.7762, 0.2741)  0.056
H (5.7372, -1.3582, -3.0668)  0.082
H (5.6055, -3.3554, 2.6507)  0.086
H (-0.6328, 1.2657, 1.0063)  0.040
H (-8.9247, -1.2468, 0.5918)  0.094
H (-7.2567, -0.5656, 2.3163)  0.121
H (-4.3036, 2.8204, -2.0779)  0.103
H (7.3395, 1.1937, -4.1581)  0.091
H (-0.9316, 2.1700, 5.6424)  0.115
H (0.1248, 6.5524, -1.1989)  0.112
H (-4.1723, -1.4837, -0.2669)  0.069
H (-3.0828, -0.3974, -6.3951)  0.052
H (-2.5526, 4.6315, -2.2383)  0.097
H (-1.8029, -0.0289, -5.2560)  0.020
H (3.4533, 2.3028, -2.8097)  0.091
H (-6.0421, 7.3727, 2.9315)  0.099
H (5.5248, -3.6060, -4.6686)  0.108
H (3.6740, 1.6852, 4.1397)  0.045
H (0.6728, 1.0344, -7.8088)  0.095
H (2.4060, -0.0546, 0.7481)  0.007
H (6.6331, -3.5120, -1.4619)  0.153
H (-0.2335, 2.7559, -2.8152)  0.104
H (-5.6509, 6.6613, -1.1499)  0.091
H (-4.4042, 5.2986, 2.8499)  0.083
H (-5.5871, 6.1500, -4.5338)  0.100
H (-3.8044, -3.1713, -0.4016)  0.060